C2ClF3O2S2 | ωB97M-V/def2-TZVPD

Last column: natural (NBO) charge in e.
Atoms and positions in Å:
F -1.713 0.282 -1.130  -0.31
O 3.154 -1.069 0.551  -0.85
S -1.755 -1.477 0.755  0.10
O 1.772 -0.910 -1.431  -0.86
F 1.457 1.324 1.639  -0.31
F 0.261 1.691 -0.129  -0.29
Cl -4.041 0.048 -0.261  0.09
C -2.414 -0.400 -0.208  0.13
C 0.903 0.756 0.561  0.57
S 2.378 -0.245 -0.347  1.73

As for the structure (SMILES): O=S(=O)=C(F)F.FC(=S)Cl. The value obtained for the HOMO energy (spin up / spin down) is -9.93 / -9.93 eV. Its total energy is -1782.71755 Eh. Its energy above the lowest of the compared OMol25 structures with the same formula, charge and spin is 55.00 kcal per mole. As for the LUMO energy (spin up / spin down): -0.077 / -0.077 Ha.

C25H46Cl2CrN3O6Si | ωB97M-V/def2-TZVPD

Last column: Mulliken charge in e.
Atoms and positions in Å:
C -2.368 5.080 2.304  -0.99
H -1.087 3.981 8.027  0.32
H 1.929 0.874 -3.312  0.21
C -2.665 3.636 2.016  0.68
H -3.872 -1.156 -0.430  0.19
C 3.607 -0.940 -6.446  -1.50
C -4.219 -0.870 0.579  -0.81
C 0.344 -4.877 -5.098  -1.05
C 2.138 0.708 -4.376  -1.41
H -0.791 0.640 6.356  0.21
C 0.708 -3.689 -4.454  0.10
Cl -0.397 2.323 0.225  -0.57
H -0.987 -5.795 -6.531  0.36
C 0.457 -0.610 -0.074  0.37
H -0.681 1.426 7.977  0.34
Si 0.235 -1.923 -1.335  -0.25
H 1.059 -3.746 0.109  0.38
H -1.730 -1.624 -5.621  0.39
H 3.323 -0.261 1.097  0.28
C -1.156 -2.544 -5.510  -0.36
H -2.302 -2.082 3.089  0.25
H 5.434 2.244 2.184  0.32
O -2.034 2.824 2.845  -0.48
O -0.325 1.698 4.491  -0.45
H -0.420 0.037 -0.149  -0.44
C -2.420 0.178 1.817  0.18
H -1.978 -2.957 -0.684  0.54
H 4.155 3.463 1.946  0.30
H -1.572 4.728 6.465  0.27
H 2.960 1.261 0.223  0.26
H 1.576 -3.654 -3.785  0.71
H 1.927 -2.310 -6.136  0.28
H -4.561 0.171 0.557  0.35
H -2.817 5.307 3.279  0.24
H -2.704 3.670 7.370  0.31
H -0.550 3.735 4.690  0.21
H -1.968 -2.711 1.454  0.12
C 0.448 -1.188 -4.134  0.25
H 2.384 1.875 3.939  0.29
H -1.281 5.229 2.377  0.15
H 4.074 -1.812 -6.920  0.37
Cl 1.017 3.838 2.680  -0.62
H 3.445 -0.193 -7.238  0.29
C 2.335 -1.359 -5.783  0.27
C -0.023 -2.520 -4.692  0.09
H -3.617 -2.845 2.132  0.37
H 0.915 -5.785 -4.898  0.40
C 1.345 -3.361 -0.882  -1.14
H -1.655 -3.089 -2.423  0.33
C -1.652 3.835 7.095  -0.91
O -1.315 0.161 2.441  -0.42
H -2.833 1.125 1.432  0.30
H -5.022 -1.540 0.910  0.32
O 1.352 0.788 2.522  -0.44
H 1.612 1.481 -4.953  0.25
H -2.335 -3.707 -6.873  0.37
C -1.218 1.389 7.025  -0.98
N 3.514 1.468 2.262  0.25
C -1.553 -2.428 -1.551  -0.90
H 3.212 0.830 -4.544  0.40
N -1.138 2.680 6.367  0.32
H -2.786 5.734 1.540  0.32
C -0.660 2.738 5.133  0.38
C -1.487 -3.717 -6.187  -0.69
C 4.440 2.562 2.507  -0.88
O -3.437 3.249 1.127  -0.74
H 1.330 0.014 -0.273  -0.45
C 1.689 -0.646 -4.840  0.12
H 0.519 -0.983 0.948  0.34
C -0.733 -4.881 -5.992  -0.42
C 3.605 0.790 0.978  -0.96
H 2.398 -3.050 -0.840  0.30
H -2.159 -1.531 -1.743  0.14
H -2.261 1.153 7.251  0.32
O 0.775 -1.224 -2.748  0.07
H 4.426 2.797 3.575  0.27
H -0.343 -0.431 -4.268  0.34
C 2.383 1.376 2.958  -0.03
H 4.644 0.869 0.665  0.37
N -3.132 -0.922 1.555  0.40
H 1.246 -4.183 -1.602  0.37
H 4.329 -0.532 -5.725  0.36
C -2.723 -2.217 2.087  -0.84
Cr -0.322 1.926 2.444  0.48

The value obtained for the HOMO energy (spin up / spin down) is -0.99 / -4.74 eV. Its total energy is -3850.49205 Eh. Its expectation value of S² is 6.02. Its energy above the lowest of the compared OMol25 structures with the same formula, charge and spin is 0.00 kcal per mole. As for the LUMO energy (spin up / spin down): 0.090 / 0.090 Ha. As for the net charge: -1. The spin multiplicity is 5.

C32H24Cl5FeP2 | ωB97M-V/def2-TZVPD

Last column: natural (NBO) charge in e.
Atoms and positions in Å:
C -2.473 0.668 3.421  -0.19
C 1.695 4.842 -0.445  -0.24
C -0.288 0.742 4.423  -0.21
H 1.338 0.094 3.200  0.21
C 0.463 -4.827 -2.165  -0.08
Cl 2.212 -1.308 -2.987  0.02
P 1.339 2.290 -1.424  0.86
C 0.213 -4.439 2.190  -0.20
C 2.256 -4.185 0.949  -0.21
H -3.543 0.813 3.490  0.23
C 1.564 1.745 0.334  -0.71
H -1.017 3.994 -2.295  0.21
H -2.549 -0.027 1.395  0.20
C -0.616 5.935 -1.509  -0.20
H 2.219 -0.149 -0.514  0.26
C -0.133 -3.129 1.895  -0.19
C -0.125 -2.076 -1.872  -0.24
C 1.339 -3.848 -2.648  -0.10
Cl -1.820 -5.580 -0.878  0.09
C 1.042 -2.491 -2.490  0.00
C -0.717 -4.445 -1.526  -0.08
C -2.634 1.030 -1.205  -0.25
H -1.513 6.360 -1.939  0.22
C -2.760 0.279 -2.398  -0.14
C 1.914 -2.875 0.653  -0.15
C 0.248 6.731 -0.774  -0.19
Cl 0.843 -6.491 -2.311  0.09
H 1.666 -5.996 1.935  0.23
H 0.025 7.778 -0.623  0.23
P 0.196 -0.672 0.625  1.23
C 1.408 6.181 -0.245  -0.19
H 2.094 6.800 0.318  0.23
H 0.751 2.094 0.976  0.23
C 0.819 4.024 -1.163  -0.26
C 0.710 -2.342 1.114  -0.41
H 0.398 0.642 -3.595  0.27
C -1.681 0.145 -3.262  -0.22
Cl -2.340 -2.420 -0.568  0.13
C -0.303 1.520 -1.771  -0.33
C -0.538 0.002 2.142  -0.42
C -1.661 0.945 4.509  -0.18
H 2.453 -0.043 1.220  0.25
C 0.270 0.267 3.249  -0.13
H -3.680 -0.252 -2.601  0.25
C -1.911 0.200 2.240  -0.20
H -2.095 1.314 5.428  0.23
H -1.758 -0.472 -4.146  0.26
H -1.061 -2.723 2.279  0.22
H 0.345 0.949 5.275  0.23
Cl 2.810 -4.332 -3.386  0.08
C -0.949 -3.090 -1.431  -0.08
H -0.448 -5.044 2.796  0.23
H -3.465 1.095 -0.517  0.26
H 2.588 -2.279 0.050  0.21
C -0.455 0.781 -2.947  -0.17
C -1.420 1.631 -0.892  -0.19
H 2.460 2.252 0.692  0.26
C 1.402 -4.971 1.710  -0.19
C -0.333 4.590 -1.704  -0.25
H -1.320 2.175 0.038  0.26
H 3.189 -4.592 0.580  0.23
H 2.619 4.436 -0.048  0.21
Fe -1.058 -0.470 -1.264  0.25
C 1.772 0.227 0.412  -0.76

The value obtained for the HOMO energy (spin up / spin down) is -11.31 / -11.31 eV. Its total energy is -5480.98842 Eh. As for the LUMO energy (spin up / spin down): -0.108 / -0.108 Ha. As for the net charge: +1.

C5H9NO | ωB97M-V/def2-TZVPD

Last column: natural (NBO) charge in e.
Atoms and positions in Å:
C 0.302 0.270 -0.375  0.33
C -1.777 1.176 1.296  0.49
C 1.293 -0.223 0.653  -0.71
C -0.754 -1.922 -0.396  -0.45
H 1.359 1.896 -1.062  0.22
H -0.146 -2.650 -0.938  0.22
H 2.188 0.464 0.861  0.21
H -0.275 -2.095 0.588  0.17
N -0.606 -0.549 -0.733  -0.46
H -1.860 -2.110 -0.384  0.22
H -0.257 1.834 -1.576  0.23
H 0.277 2.400 -0.020  0.22
H 1.751 -1.239 0.583  0.23
O -2.738 1.284 0.751  -0.49
C 0.403 1.708 -0.809  -0.66
H 0.840 -0.245 1.560  0.23

The value obtained for the HOMO energy is -8.81 eV. Its total energy is -325.84292 Eh. Its energy above the lowest of the compared OMol25 structures with the same formula, charge and spin is 59.38 kcal per mole. As for the LUMO energy: 0.040 Ha.

C46H58N5O8PSTl | ωB97M-V/def2-TZVPD

Last column: natural (NBO) charge in e.
Atoms and positions in Å:
H -0.669 -1.474 3.552  0.16
C 0.459 4.588 -2.001  -0.14
H -0.692 2.128 1.225  0.22
H -3.279 -0.862 4.418  0.17
O 3.106 -3.049 -2.108  -0.78
H 5.048 -0.297 -2.049  0.18
N -2.207 -0.303 2.677  -0.83
H -2.883 -4.044 0.885  0.22
H 2.939 1.503 -2.935  0.19
H 1.484 1.216 -1.996  0.21
H -1.882 0.390 5.758  0.20
C -3.707 1.553 0.812  -0.21
H -0.147 -0.496 2.175  0.27
N -4.048 0.124 0.884  -0.81
C 3.309 4.475 4.454  -0.19
C 2.134 3.131 2.831  0.01
H 3.957 -0.841 -3.318  0.21
C -4.928 2.197 0.138  -0.42
H -4.337 -3.053 4.304  0.20
H -0.266 -3.308 -6.457  0.21
H 4.318 -6.774 -5.701  0.21
H -4.779 -4.987 1.985  0.20
C -4.915 -3.401 3.444  -0.41
O 1.372 0.671 -4.722  -0.71
C 2.053 -6.152 -3.345  -0.23
C -0.802 -0.507 3.046  -0.22
C 1.086 4.054 2.848  -0.22
C 3.478 7.872 4.420  0.43
O 4.026 7.479 3.431  -0.54
H -0.986 -5.854 -1.990  0.25
H -5.288 -1.120 -0.298  0.21
H 0.326 -5.143 -1.060  0.23
C 3.358 0.488 -0.361  -0.28
C 0.755 -3.146 -6.111  -0.66
H 1.274 4.036 -0.101  0.23
C -4.114 -4.439 2.657  -0.41
C 2.290 0.334 0.732  0.56
C 2.384 -4.871 -5.330  -0.24
H -4.043 -0.255 -1.205  0.19
C 4.244 -2.276 -1.773  -0.06
H -3.605 -5.164 3.292  0.21
C 2.287 0.713 -2.536  -0.35
H 0.259 0.434 4.704  0.22
N -0.646 5.795 -5.080  -0.34
C -0.566 0.638 4.023  -0.40
H -0.315 1.541 3.463  0.21
O -1.868 -4.194 -3.320  -0.55
H -1.759 2.739 -3.782  0.23
H -0.789 -2.707 -4.126  0.15
H -4.612 2.962 -0.571  0.21
H 4.980 -5.813 -4.381  0.22
O -1.819 -1.357 0.377  -1.12
H -1.549 1.304 -1.782  0.23
H 0.214 3.890 2.227  0.21
H -5.569 2.679 0.876  0.20
C -5.673 1.034 -0.553  -0.40
C 0.416 -4.524 -3.994  -0.20
H 2.400 -6.903 -2.642  0.20
C -4.754 -0.173 -0.374  -0.22
H 0.395 -6.851 -1.488  0.20
H -0.472 0.730 0.205  0.26
H -2.191 -3.452 2.390  0.19
H -5.930 -2.479 1.773  0.18
H 4.032 2.613 3.651  0.24
H 2.909 9.910 4.429  0.24
H -5.873 1.231 -1.605  0.21
S 2.371 6.876 5.416  0.19
H -5.872 -3.778 3.806  0.21
N -3.829 -2.307 1.655  -0.82
C 0.579 3.775 -0.890  -0.25
C -0.535 5.084 -4.183  0.30
H -3.511 1.951 1.807  0.20
C 3.621 9.275 4.959  -0.72
C -0.048 1.715 0.439  -0.51
H -2.813 1.717 0.202  0.19
H 4.167 4.641 5.092  0.22
C 1.325 1.503 0.972  -0.19
H 3.598 1.550 -0.513  0.18
C -0.164 2.601 -0.783  0.12
C 2.838 -5.838 -4.444  0.02
H 5.142 -2.712 -2.234  0.16
C 4.110 -0.838 -2.236  -0.24
O 3.106 1.041 1.996  -0.62
C 2.106 1.957 1.959  0.34
C -2.942 0.039 3.888  -0.21
O 1.877 -0.864 0.928  -0.88
C 1.191 -4.196 -5.121  0.08
H 2.981 -4.623 -6.202  0.20
P -2.881 -0.982 1.331  2.45
H 4.248 0.000 0.038  0.21
C -1.916 0.808 4.751  -0.41
H -2.186 1.859 4.847  0.20
C 0.088 -5.867 -1.845  -0.64
N 2.978 -0.167 -1.604  -0.50
H 4.626 9.637 4.757  0.24
C -0.400 4.225 -3.038  -0.20
C 2.273 5.400 4.443  -0.21
H -3.828 0.630 3.648  0.20
C -1.127 3.041 -2.957  -0.13
H 0.343 5.898 3.653  0.22
H -6.628 0.850 -0.061  0.20
C 4.173 -6.497 -4.656  -0.63
C -5.074 -2.274 2.428  -0.21
H 3.399 9.325 6.024  0.22
C -0.841 -3.758 -3.794  0.43
H 0.810 -2.152 -5.658  0.28
H 1.410 -3.163 -6.982  0.21
C 3.238 3.347 3.654  -0.21
H -5.238 -1.297 2.879  0.21
H 4.274 -7.394 -4.044  0.21
H 2.594 -2.560 -2.784  0.51
C 1.154 5.182 3.644  -0.19
O 1.356 -1.252 -3.566  -0.87
H 4.366 -2.318 -0.686  0.18
Tl 0.797 -1.889 -1.019  0.82
H 1.039 5.498 -2.082  0.22
C 0.840 -5.519 -3.104  0.07
C 1.624 -0.015 -3.731  0.78
C -1.010 2.245 -1.831  -0.25
C -3.130 -3.595 1.846  -0.21

The value obtained for the HOMO energy is -5.21 eV. Its total energy is -3575.57994 Eh. As for the LUMO energy: 0.072 Ha. As for the net charge: -1.

Please write out number 4 again, unchanged.
C5H9NO | ωB97M-V/def2-TZVPD

Last column: natural (NBO) charge in e.
Atoms and positions in Å:
C 0.302 0.270 -0.375  0.33
C -1.777 1.176 1.296  0.49
C 1.293 -0.223 0.653  -0.71
C -0.754 -1.922 -0.396  -0.45
H 1.359 1.896 -1.062  0.22
H -0.146 -2.650 -0.938  0.22
H 2.188 0.464 0.861  0.21
H -0.275 -2.095 0.588  0.17
N -0.606 -0.549 -0.733  -0.46
H -1.860 -2.110 -0.384  0.22
H -0.257 1.834 -1.576  0.23
H 0.277 2.400 -0.020  0.22
H 1.751 -1.239 0.583  0.23
O -2.738 1.284 0.751  -0.49
C 0.403 1.708 -0.809  -0.66
H 0.840 -0.245 1.560  0.23

The value obtained for the HOMO energy is -8.81 eV. Its total energy is -325.84292 Eh. Its energy above the lowest of the compared OMol25 structures with the same formula, charge and spin is 59.38 kcal per mole. As for the LUMO energy: 0.040 Ha.